{
  "formula": "C12H24Cl2N2SY",
  "method": "ωB97M-V/def2-TZVPD",
  "charge": -1,
  "largest_force_ev_per_a": 3.14,
  "e_above_lowest_ev": 0.000,
  "molar_mass_g_mol": 388.22,
  "energy_ev": -52739.21454,
  "homo_lumo_gap_ev": 3.81,
  "e_lumo_ev": 2.5,
  "elements": ["Y", "Cl", "Cl", "C", "H", "H", "C", "C", "H", "C", "H", "C", "H", "H", "C", "H", "H", "C", "H", "H", "H", "H", "C", "C", "N", "C", "S", "N", "C", "C", "H", "H", "H", "H", "H", "H", "H", "H", "H", "H", "H", "H"],
  "positions_angstrom": [[1.6628, 0.0743, -1.3103], [2.8346, -1.0571, -3.1723], [1.7427, 2.5290, -0.6762], [3.2508, -0.5073, 0.0145], [3.3405, -0.2434, 1.0858], [4.0930, -1.1584, -0.3001], [-1.4686, 1.2056, -2.5023], [-0.3650, 0.9627, -3.1308], [-1.4793, 1.8500, -1.6157], [-0.2627, -0.0086, -4.2909], [0.5412, 1.5887, -2.9649], [-1.6208, -0.2242, -4.9895], [0.4903, 0.3431, -5.0136], [0.1135, -0.9820, -3.9230], [-2.7565, -0.4231, -3.9851], [-1.8345, 0.6564, -5.6069], [-1.5692, -1.0889, -5.6594], [-2.8158, 0.6743, -2.9048], [-3.7132, -0.4623, -4.5175], [-2.6357, -1.3867, -3.4781], [-3.4512, 1.4942, -3.2759], [-3.3284, 0.2721, -2.0169], [1.6096, 2.3756, 3.2547], [0.4412, 1.4281, 3.0431], [0.7446, 0.5406, 1.9000], [0.0149, -0.5610, 1.6356], [-0.4082, -1.0679, 0.0514], [-0.4106, -1.3145, 2.6930], [0.5519, -1.7164, 3.7423], [-0.1966, -2.4181, 4.8606], [2.5177, 1.8211, 3.5264], [1.3692, 3.0561, 4.0775], [1.8180, 2.9690, 2.3546], [0.2532, 0.8170, 3.9307], [-0.4764, 2.0052, 2.8264], [1.1318, 1.0650, 1.0966], [-0.9926, -2.0997, 2.3864], [1.3099, -2.3951, 3.3152], [1.0711, -0.8236, 4.1044], [-0.5966, -3.3786, 4.5185], [0.4992, -2.6091, 5.6822], [-1.0200, -1.8021, 5.2344]],
  "forces_ev_per_angstrom": [[1.579, -0.768, 0.412], [0.152, -0.374, -1.184], [-0.466, 0.987, 0.241], [-0.230, -0.297, 0.454], [0.268, 0.010, -0.081], [-0.277, 0.240, 0.222], [-2.096, 0.850, 1.471], [2.332, 0.064, -2.107], [0.151, 0.069, -0.430], [-0.275, -0.302, -0.248], [-0.731, -0.492, 0.250], [0.221, 0.249, 0.223], [-0.212, -0.159, 0.278], [-0.042, 0.399, -0.158], [0.035, -0.026, 0.233], [-0.037, -0.038, 0.011], [0.027, 0.119, 0.020], [-0.230, -0.569, -0.087], [0.051, -0.067, 0.087], [0.086, 0.000, -0.111], [0.282, 0.046, 0.204], [0.069, 0.142, -0.185], [0.150, 0.045, 0.257], [0.168, -0.152, -0.300], [-0.811, 0.030, -0.051], [0.422, 0.070, -0.715], [-0.586, 0.154, 0.961], [-0.005, -0.365, 0.144], [-0.093, 0.033, -0.225], [0.165, 0.064, 0.143], [-0.198, 0.113, -0.164], [0.055, 0.014, -0.098], [-0.069, -0.220, 0.175], [-0.028, 0.300, -0.168], [0.240, -0.252, 0.025], [-0.200, -0.351, 0.497], [0.426, 0.504, 0.013], [-0.168, 0.325, 0.043], [-0.070, -0.360, -0.053], [0.000, 0.127, 0.071], [-0.145, -0.093, -0.024], [0.090, -0.072, -0.043]]
}

=====

{
  "formula": "C12H24ClIN3O7P2",
  "method": "ωB97M-V/def2-TZVPD",
  "charge": 1,
  "largest_force_ev_per_a": 6.42,
  "e_above_lowest_ev": 0.000,
  "molar_mass_g_mol": 546.64,
  "energy_ev": -70831.12231,
  "homo_lumo_gap_ev": 7.69,
  "e_lumo_ev": -3.9,
  "elements": ["C", "C", "C", "C", "I", "N", "P", "O", "O", "O", "C", "C", "P", "O", "O", "O", "N", "C", "C", "C", "Cl", "H", "H", "H", "H", "H", "H", "H", "H", "H", "H", "H", "H", "H", "H", "H", "H", "H", "C", "O", "N", "C", "C", "H", "H", "H", "H", "H", "H", "H"],
  "positions_angstrom": [[2.3714, -5.8752, -0.8151], [1.5357, -4.8604, -1.7792], [0.8618, -3.6870, -0.9129], [-0.5447, -3.8177, -0.3010], [-1.7604, -5.5939, -0.4683], [-0.7641, -2.5271, 0.3449], [-2.3287, -2.2920, 1.1215], [-2.4885, -3.2002, 2.3336], [-3.5893, -2.7285, 0.0260], [-2.6432, -0.6901, 1.5843], [0.3844, -1.6682, 0.2134], [0.5059, -0.1993, 0.8113], [-0.1742, 1.1061, -0.4185], [0.8052, 2.2978, -0.5445], [-1.6267, 1.7799, 0.2191], [-0.4098, 0.4742, -1.9774], [1.3772, -2.3666, -0.5500], [2.7345, -1.9721, -1.0296], [3.6007, -1.1155, 0.0152], [3.5573, 0.4313, -0.5080], [3.7712, 1.6445, 0.8514], [2.0080, -6.9372, -1.0171], [2.1441, -5.5367, 0.2649], [3.5034, -5.7606, -0.9751], [0.7844, -5.4014, -2.4518], [2.3186, -4.3305, -2.4464], [-3.6334, -1.9902, -0.6394], [-3.0218, -0.1781, 0.8296], [-0.2246, -0.1532, 1.7094], [1.5304, 0.0747, 1.2281], [-1.4413, 2.0200, 1.1831], [-0.8467, 1.2063, -2.4799], [2.6223, -1.4400, -2.0512], [3.3554, -2.9180, -1.2657], [4.7142, -1.4050, 0.0043], [3.2212, -1.2022, 1.0982], [2.5415, 0.5714, -1.0420], [4.3439, 0.5994, -1.3376], [-1.6354, 4.3892, 1.2356], [-1.8799, 3.6142, 2.1517], [-2.3372, 5.5162, 0.9494], [-1.9830, 6.3841, -0.1564], [-3.4782, 5.8638, 1.7763], [-0.7918, 4.2210, 0.5480], [-1.7589, 7.3809, 0.2305], [-2.8269, 6.4421, -0.8482], [-1.1100, 6.0026, -0.6886], [-3.1469, 5.9865, 2.8102], [-4.2092, 5.0525, 1.7372], [-3.9378, 6.7886, 1.4265]],
  "forces_ev_per_angstrom": [[-0.555, 0.797, 0.229], [1.464, 1.474, 0.425], [-4.203, -0.409, 1.530], [4.892, 1.810, -1.707], [0.951, 1.695, 0.320], [1.895, 0.132, -1.366], [-4.533, -1.715, 4.210], [1.302, 2.423, -3.524], [3.369, 2.612, 0.731], [1.012, -2.590, -2.421], [0.704, -1.627, -0.865], [-1.723, -1.553, 0.052], [1.722, 5.505, -0.584], [-2.343, -3.527, 0.482], [2.468, -2.903, -0.789], [-0.928, 0.720, 2.855], [-3.481, -1.688, 0.925], [1.856, 0.139, -0.426], [0.317, 1.390, -0.444], [-0.546, -0.978, -0.872], [-0.175, -1.115, -1.181], [0.743, 1.456, 0.515], [0.399, -1.008, -1.599], [-1.808, -0.354, 0.104], [0.891, 1.064, 1.226], [-1.509, -0.947, 0.737], [-0.326, -1.065, 0.367], [0.380, 0.012, 0.713], [1.114, -0.102, -1.445], [-1.266, -0.248, -1.118], [-0.495, 0.435, -0.817], [0.499, -0.628, 0.284], [0.079, -0.627, 1.772], [-1.507, 1.288, 0.579], [-1.896, 0.021, 0.029], [0.548, 0.034, -1.758], [1.578, 0.349, 1.210], [-1.073, -0.188, 1.664], [-0.112, 1.201, -0.621], [-0.135, -0.347, 0.088], [0.630, -0.966, 0.245], [-0.100, 0.038, 0.106], [-0.014, -0.214, 0.232], [-0.061, 0.069, -0.007], [0.016, 0.002, -0.185], [0.121, 0.110, -0.053], [-0.082, -0.023, 0.119], [-0.182, 0.020, -0.042], [-0.037, 0.142, 0.108], [0.135, -0.117, -0.031]]
}

=====

{
  "formula": "C12H24CsF3N3OV",
  "method": "ωB97M-V/def2-TZVPD",
  "charge": 2,
  "largest_force_ev_per_a": 4.00,
  "molar_mass_g_mol": 467.19,
  "energy_ev": -53721.92856,
  "homo_lumo_gap_ev": [7.23, 7.20],
  "e_lumo_ev": [-9.6, -9.6],
  "elements": ["N", "C", "O", "Cs", "V", "N", "N", "C", "C", "C", "C", "C", "C", "C", "C", "H", "H", "H", "H", "H", "H", "H", "H", "H", "H", "H", "H", "H", "H", "H", "H", "H", "H", "C", "H", "H", "H", "C", "H", "H", "H", "F", "C", "F", "F"],
  "positions_angstrom": [[2.0767, -0.3487, 0.9764], [2.8510, -0.7522, 1.8351], [3.6022, -1.1558, 2.6558], [1.1510, 0.6041, -2.6692], [0.2232, -0.0511, 0.5087], [-0.4870, -1.4714, -0.5433], [-0.1040, 1.5584, -0.5178], [-0.3455, -2.8987, -0.1295], [0.4967, 2.9477, -0.4085], [0.8262, -3.5061, -0.8972], [-1.6112, -3.7145, -0.3986], [-0.0659, -2.9739, 1.3640], [0.1601, 3.7659, -1.6700], [-0.0817, 3.7256, 0.7818], [2.0019, 2.7751, -0.2264], [0.6500, -3.4729, -1.9812], [0.9593, -4.5570, -0.6031], [1.7605, -2.9654, -0.6836], [-2.4856, -3.2470, 0.0714], [-1.4922, -4.7160, 0.0363], [-1.8072, -3.8545, -1.4680], [0.8829, -2.5065, 1.6474], [-0.0029, -4.0331, 1.6474], [-0.8761, -2.5243, 1.9487], [0.4698, 3.3307, -2.6404], [0.6568, 4.7468, -1.6093], [-0.9221, 3.9530, -1.7280], [-1.1264, 4.0142, 0.5947], [0.4952, 4.6565, 0.9193], [-0.0353, 3.1365, 1.7055], [2.2588, 2.0410, 0.5527], [2.4226, 3.7413, 0.0818], [2.5422, 2.4971, -1.1491], [-1.5648, 1.4885, -0.3631], [-1.8524, 0.5739, 0.2017], [-2.0060, 2.3614, 0.1486], [-2.0869, 1.4369, -1.3390], [-1.1636, -1.3232, -1.8590], [-2.1364, -1.8432, -1.8562], [-1.4391, -0.2752, -2.1000], [-0.5627, -1.7586, -2.6912], [-0.5403, 1.4279, 3.0167], [-0.4388, 0.1142, 2.5601], [0.4334, -0.4947, 3.4591], [-1.6859, -0.4524, 2.8184]],
  "forces_ev_per_angstrom": [[-2.958, 0.624, -0.889], [2.330, -1.396, 2.639], [-2.339, 1.341, -2.643], [1.601, -0.459, -2.298], [1.080, 0.296, -1.675], [0.119, 1.669, 0.771], [-0.697, -1.427, 3.670], [0.428, -0.629, 0.395], [0.465, 0.216, -0.317], [0.428, 0.056, -0.357], [-0.469, 0.079, -0.237], [0.021, 0.018, 0.362], [-0.148, 0.042, -0.436], [-0.197, -0.043, 0.253], [0.552, 0.230, 0.014], [0.055, -0.158, 0.229], [-0.054, 0.347, -0.118], [-0.189, -0.183, 0.010], [0.107, -0.132, -0.085], [0.061, 0.350, -0.076], [0.038, -0.020, 0.243], [-0.082, -0.128, -0.056], [0.065, 0.353, 0.017], [0.069, -0.150, -0.090], [-0.032, 0.145, 0.508], [-0.168, -0.358, 0.073], [0.287, -0.033, -0.015], [0.388, 0.034, 0.171], [-0.237, -0.452, -0.105], [0.056, 0.272, -0.205], [-0.157, 0.365, -0.230], [-0.036, -0.288, -0.128], [-0.205, 0.139, 0.332], [-0.493, 0.643, -0.436], [-0.242, 0.011, 0.015], [0.417, -0.622, 0.122], [0.296, -0.216, 0.382], [-0.654, 0.303, -0.061], [0.504, 0.072, 0.128], [0.434, -0.695, 0.266], [-0.326, 0.151, 0.654], [0.278, -1.772, -1.329], [-1.087, -0.101, 3.256], [-1.071, 0.713, -1.789], [1.760, 0.795, -0.937]]
}

=====

{
  "formula": "C12H24CsN4NbOS",
  "method": "ωB97M-V/def2-TZVPD",
  "charge": 2,
  "largest_force_ev_per_a": 6.51,
  "e_above_lowest_ev": 2.178,
  "molar_mass_g_mol": 498.23,
  "energy_ev": -33759.51444,
  "homo_lumo_gap_ev": [6.10, 6.10],
  "e_lumo_ev": [-9.3, -9.3],
  "elements": ["N", "C", "O", "Cs", "Nb", "N", "N", "C", "C", "C", "C", "C", "C", "C", "C", "H", "H", "H", "H", "H", "H", "H", "H", "H", "H", "H", "H", "H", "H", "H", "H", "H", "H", "C", "H", "H", "H", "C", "H", "H", "H", "S", "C", "N"],
  "positions_angstrom": [[-1.8532, -0.5279, 0.0072], [-2.9310, -1.0444, 0.4601], [-3.9573, -0.6528, 1.0191], [-2.6302, 1.5382, 1.5888], [0.0669, -0.0166, -0.0012], [0.2779, 1.7539, -0.9513], [0.8705, -1.5017, -1.0664], [-0.3372, 2.5187, -2.0626], [0.2288, -2.4902, -1.9793], [-0.0426, 4.0187, -1.8876], [0.2207, 2.0215, -3.4055], [-1.8443, 2.2957, -2.0160], [-0.4680, -3.5525, -1.1134], [1.2653, -3.1477, -2.9022], [-0.7964, -1.7532, -2.8340], [-0.3606, 4.3662, -0.8965], [-0.6021, 4.5920, -2.6434], [1.0186, 4.2550, -2.0174], [1.3124, 2.0980, -3.4497], [-0.1944, 2.6165, -4.2369], [-0.0560, 0.9689, -3.5723], [-2.0981, 1.2237, -2.0523], [-2.3239, 2.7915, -2.8762], [-2.2747, 2.7387, -1.1047], [0.2383, -4.0248, -0.4179], [-0.8993, -4.3456, -1.7453], [-1.2816, -3.0989, -0.5295], [1.9816, -3.7767, -2.3627], [1.8184, -2.3974, -3.4790], [0.7404, -3.7974, -3.6200], [-1.3489, -2.4698, -3.4639], [-0.2983, -1.0318, -3.4990], [-1.5272, -1.2215, -2.2104], [1.7073, 2.0686, -0.6532], [2.1045, 1.3306, 0.0631], [2.3400, 2.0340, -1.5532], [1.8130, 3.0576, -0.1794], [2.2504, -1.8031, -0.6267], [2.5555, -1.0911, 0.1465], [2.3258, -2.8130, -0.1991], [2.9725, -1.7302, -1.4583], [-0.0047, 0.0010, 4.8387], [0.0076, -0.0024, 3.3162], [0.0136, 0.0020, 2.0780]],
  "forces_ev_per_angstrom": [[-1.955, -3.700, 0.286], [-0.563, 6.442, 0.755], [2.925, -4.462, -2.305], [-0.574, 2.860, 1.553], [0.524, -0.865, -0.767], [0.320, -1.520, 1.498], [-0.335, 1.435, 1.595], [-0.040, 0.171, -0.555], [-0.247, -0.383, -0.440], [-0.093, 0.040, 0.018], [-0.140, -0.135, -0.202], [-0.263, -0.014, -0.088], [0.004, -0.140, 0.042], [0.006, -0.040, -0.118], [-0.130, 0.080, -0.373], [0.053, -0.031, -0.159], [0.196, -0.248, 0.252], [-0.178, -0.060, -0.014], [-0.190, 0.055, -0.027], [0.188, -0.208, 0.370], [0.083, 0.404, 0.047], [0.041, 0.282, -0.081], [0.164, -0.257, 0.360], [0.097, -0.030, -0.258], [-0.156, 0.083, -0.160], [0.173, 0.328, 0.194], [0.216, -0.198, -0.153], [-0.161, 0.110, -0.060], [-0.099, -0.110, 0.077], [0.146, 0.250, 0.281], [0.195, 0.289, 0.266], [-0.170, -0.289, 0.182], [0.116, -0.162, -0.299], [-0.625, 0.269, -0.331], [0.243, -0.115, 0.254], [-0.247, -0.146, 0.262], [-0.074, -0.476, 0.017], [-0.169, -0.263, -0.168], [0.184, 0.128, 0.236], [-0.106, 0.307, 0.015], [-0.383, 0.178, 0.302], [-0.104, -0.002, 1.014], [0.441, -0.036, -2.789], [0.691, 0.179, -0.528]]
}

=====

{
  "formula": "C12H24F12LiO9P2",
  "method": "ωB97M-V/def2-TZVPD",
  "charge": -1,
  "largest_force_ev_per_a": 4.93,
  "e_above_lowest_ev": 1.411,
  "molar_mass_g_mol": 609.18,
  "energy_ev": -82670.88257,
  "homo_lumo_gap_ev": 10.91,
  "e_lumo_ev": 2.6,
  "elements": ["Li", "P", "F", "F", "F", "F", "F", "F", "P", "F", "F", "F", "F", "F", "F", "C", "C", "O", "C", "O", "O", "C", "H", "H", "H", "H", "H", "H", "H", "H", "C", "C", "O", "C", "O", "O", "C", "H", "H", "H", "H", "H", "H", "H", "H", "C", "C", "O", "C", "O", "O", "C", "H", "H", "H", "H", "H", "H", "H", "H"],
  "positions_angstrom": [[0.0357, 0.2877, -0.1151], [-0.9222, -0.6567, 3.1400], [-2.3749, 0.0242, 3.1962], [-1.5400, -1.7636, 4.1686], [-1.5497, -1.5331, 1.8718], [0.4928, -1.4805, 3.0216], [-0.4118, 0.5358, 2.0956], [-0.4069, 0.2604, 4.3581], [0.5128, 0.8932, -3.3815], [0.4557, 1.1957, -1.7793], [1.7546, -0.0876, -3.1686], [-0.5857, -0.2828, -3.1146], [0.3791, 0.7559, -4.9602], [-0.8473, 1.8632, -3.4230], [1.5370, 2.1650, -3.5681], [-0.8919, -3.4600, -1.4576], [0.0315, -3.7589, -0.2631], [1.3080, -3.5149, -0.7809], [1.8703, -2.3073, -0.6756], [1.2911, -1.3273, -0.1550], [3.0492, -2.2662, -1.2601], [3.7008, -1.0281, -1.3288], [-1.8256, -3.0995, -1.0260], [-0.9907, -4.3473, -2.0828], [-0.5869, -2.6046, -2.0604], [-0.1420, -4.8180, -0.0724], [-0.2304, -3.0985, 0.5635], [3.2716, -0.1808, -0.7940], [3.6450, -0.7268, -2.3748], [4.7055, -1.1976, -0.9414], [3.1315, 1.2782, 4.3981], [2.4037, 1.3264, 3.0854], [3.1032, 2.0282, 2.1113], [2.5994, 2.2029, 0.8825], [1.4891, 1.7148, 0.4842], [3.5260, 2.7777, 0.0840], [3.2665, 3.0931, -1.2568], [4.0768, 0.7605, 4.2353], [2.5100, 0.7721, 5.1367], [3.3158, 2.2527, 4.8504], [1.5056, 1.9305, 3.2139], [2.0772, 0.3355, 2.7699], [2.2664, 3.5031, -1.3979], [3.3255, 2.2310, -1.9213], [3.9836, 3.8408, -1.5955], [-5.5260, -1.4193, -1.6837], [-4.1362, -0.7679, -1.8360], [-4.1849, 0.3622, -0.9540], [-3.0329, 0.8308, -0.3441], [-1.9560, 0.2913, -0.3739], [-3.5841, 1.8211, 0.4934], [-2.6678, 2.5899, 1.1936], [-6.3749, -0.7476, -1.8116], [-5.6807, -1.8035, -0.6755], [-5.6028, -2.2496, -2.3857], [-4.0711, -0.3581, -2.8439], [-3.2908, -1.4305, -1.6508], [-3.1207, 3.5699, 1.3439], [-1.7106, 2.7084, 0.6858], [-2.3763, 2.1146, 2.1302]],
  "forces_ev_per_angstrom": [[0.198, 0.029, 0.245], [-1.595, -1.140, -0.479], [-0.282, 1.217, 0.067], [1.073, -0.041, -0.060], [1.219, 0.215, 0.188], [-0.860, 0.932, 0.090], [0.047, -1.092, 0.186], [0.384, -0.349, -0.097], [-3.106, 2.060, 0.513], [0.821, -0.178, 0.491], [-0.278, -0.216, -0.607], [1.001, -1.054, -0.355], [0.800, -0.761, -0.050], [0.948, 0.658, -0.489], [-0.571, -0.628, 0.053], [-0.700, 0.498, 0.689], [-2.022, 1.084, -1.482], [3.156, -0.054, 0.229], [-2.791, 1.800, 0.949], [1.271, -1.996, -0.992], [-1.008, -1.166, 0.683], [0.884, 1.266, -0.528], [-0.504, -0.566, -0.233], [-0.279, 0.187, -0.058], [0.467, -0.099, 0.031], [0.862, 0.108, 0.563], [0.343, -0.241, 0.185], [-0.504, -0.549, 0.386], [0.651, -0.077, 0.098], [0.078, 0.116, -0.354], [0.465, 0.032, -0.045], [-2.638, 0.296, 1.031], [1.892, 1.266, -2.384], [-2.746, -2.895, -1.519], [4.021, 2.366, 1.604], [-0.140, -0.218, 2.231], [-1.042, 0.160, -1.262], [0.096, -0.080, 0.430], [0.045, -0.393, -0.255], [0.164, 0.207, -0.386], [-0.461, -0.465, 0.266], [0.264, 0.044, -0.272], [-0.050, -0.067, 0.155], [0.069, -0.160, 0.254], [0.140, -0.108, 0.380], [0.545, -0.442, 0.344], [-1.308, 0.522, -0.220], [1.958, 0.671, 0.545], [-3.460, -0.944, 1.268], [-0.602, 1.455, -0.120], [1.294, -2.080, -2.522], [1.507, 0.726, 1.075], [0.355, 0.326, -0.453], [0.332, -0.207, 0.070], [-0.129, -0.021, -0.027], [0.340, -0.142, -0.103], [-0.135, 0.089, 0.215], [0.052, -0.091, 0.113], [-0.097, 0.120, -0.461], [-0.432, 0.071, 0.185]]
}